(1)
This record from the Open Molecules 2025 dataset describes a 7-piece molecular cluster, C47H48O13PS overall. The level of theory is wB97M-V/def2-TZVPD.

The geometry in XYZ format:
```
110
Properties=species:S:1:pos:R:3:forces:R:3
C 2.5626 1.2853 -2.0909 0.0698 0.0472 0.0543
O 1.1910 1.0555 -1.8297 0.0343 -0.0625 0.0318
C 0.7095 1.6542 -0.6320 -0.0496 0.0611 -0.1295
C 0.2894 0.5799 0.3696 0.0849 -0.0964 0.1123
C -0.7085 1.0118 1.4528 0.0033 0.0249 -0.0285
C -0.1520 1.8070 2.6388 0.0730 -0.0194 0.0340
C 0.6131 3.0883 2.2686 -0.0060 -0.0830 -0.1761
C 2.1304 2.8962 2.3657 -0.0323 -0.0378 -0.0132
C 2.9913 3.9879 1.7092 0.0404 0.0297 0.0527
C 2.3948 5.3937 1.6421 -0.0375 -0.0869 0.0625
C 3.2704 6.3522 0.8061 0.2118 0.0307 0.0119
C 2.5287 7.3652 -0.0427 -0.3346 -0.2574 -0.0656
P 1.7790 6.7059 -1.4321 -0.1079 -0.0041 -0.0551
S 2.8699 5.7895 -2.8367 0.0531 0.0231 0.0724
H 2.7438 1.0157 -3.1327 -0.0579 0.0491 0.0513
H 3.2146 0.6651 -1.4583 -0.0956 0.0563 0.0159
H 2.8259 2.3411 -1.9555 -0.0230 -0.0502 -0.0700
H 1.4685 2.3371 -0.2426 -0.0440 -0.0516 0.0785
H -0.1645 2.2640 -0.8981 0.0622 -0.0507 0.0169
H 1.1708 0.1259 0.8410 -0.0299 0.0212 -0.0910
H -0.1781 -0.2062 -0.2337 -0.0006 0.0401 0.0351
H -1.1825 0.1106 1.8604 -0.0222 0.0393 -0.0529
H -1.5156 1.5854 0.9779 0.0594 -0.0098 0.0343
H -0.9943 2.0373 3.2969 0.0382 -0.0079 -0.0212
H 0.5166 1.1555 3.2178 -0.0693 0.0220 -0.0196
H 0.3357 3.3863 1.2536 0.0063 0.0499 0.0423
H 0.3134 3.9250 2.9050 0.0138 -0.0527 0.0370
H 2.3854 1.9358 1.9004 -0.0091 0.0167 0.0794
H 2.3808 2.7767 3.4272 0.0051 0.0872 -0.0392
H 3.9572 4.0397 2.2257 -0.0086 -0.0493 -0.0765
H 3.2261 3.6870 0.6807 -0.0757 0.0329 0.0310
H 1.4006 5.3429 1.1864 0.0897 0.0268 -0.0320
H 2.2426 5.7978 2.6526 -0.0012 -0.0301 -0.0426
H 3.9935 6.8425 1.4742 -0.0857 0.0157 -0.0439
H 3.8869 5.7418 0.1314 -0.0438 0.0415 0.0196
H 1.7780 7.9612 0.4919 0.1824 0.1307 0.0139
H 0.9841 7.7436 -1.9614 0.0671 0.0446 0.0203
H 0.7040 5.7608 -1.2529 0.0126 0.0385 0.0564
C -1.1852 -3.3372 2.9691 0.0183 0.0052 -0.0036
C -2.4939 -3.4624 2.7701 -0.0162 -0.0040 -0.0062
C -3.0708 -3.3701 1.4061 0.0398 -0.0780 -0.0524
O -4.2622 -3.5109 1.2191 -0.0330 0.0847 0.0392
C -2.1439 -3.1290 0.2742 -0.0200 0.0245 0.0187
C -0.8341 -3.0093 0.4734 0.0319 0.0709 -0.0110
C -0.2497 -3.1056 1.8363 -0.0249 0.0258 -0.0009
O 0.9429 -3.0069 2.0216 -0.0083 -0.0180 -0.0029
H -0.7303 -3.4003 3.9496 -0.0032 0.0020 0.0003
H -3.1998 -3.6451 3.5704 0.0026 0.0056 0.0036
H -2.6029 -3.0608 -0.7037 0.0075 -0.0128 -0.0032
H -0.1331 -2.8202 -0.3300 0.0073 -0.0194 0.0062
C 8.4466 6.0263 -5.5035 -0.0029 -0.0020 0.0062
C 7.9531 4.8347 -5.8232 -0.0106 0.0295 0.0187
C 6.6467 4.3814 -5.2776 -0.0171 -0.0051 0.0629
O 6.2122 3.2810 -5.5604 0.0524 0.0028 -0.0552
C 5.9135 5.3022 -4.3823 0.0044 0.0534 -0.0099
C 6.4103 6.4951 -4.0593 -0.0078 0.0202 -0.0019
C 7.7131 6.9515 -4.5928 0.0420 -0.0160 -0.0319
O 8.1886 8.0342 -4.3190 -0.0203 -0.0063 0.0104
H 9.3957 6.3903 -5.8772 0.0013 -0.0001 -0.0005
H 8.4637 4.1400 -6.4785 -0.0032 -0.0015 -0.0040
H 4.9533 4.9845 -3.9948 0.0138 -0.0868 -0.0098
H 5.8703 7.1684 -3.4039 -0.0162 -0.0079 0.0057
C -6.0995 -6.1212 1.4470 -0.0390 -0.0690 0.0422
C -6.9855 -6.5074 0.5314 0.0017 -0.0042 -0.0240
C -7.5882 -7.8619 0.5569 0.0207 -0.0340 0.0163
O -8.3872 -8.2199 -0.2824 0.0066 0.0141 -0.0012
C -7.1670 -8.7808 1.6483 -0.0044 0.0052 -0.0242
C -6.2791 -8.4019 2.5626 0.0035 0.0203 -0.0017
C -5.6729 -7.0450 2.5279 0.0009 0.0002 0.0424
O -4.8389 -6.7178 3.3478 -0.0233 0.0033 -0.0097
H -5.6327 -5.1443 1.4379 -0.0120 0.0089 0.0011
H -7.2939 -5.8640 -0.2833 -0.0091 0.0044 0.0088
H -7.6218 -9.7635 1.6399 0.0050 -0.0019 0.0027
H -5.9459 -9.0496 3.3640 -0.0035 -0.0018 0.0011
C -4.1229 -8.2123 -1.8254 -0.0119 0.0198 0.0025
C -3.9643 -9.4767 -1.4445 -0.0150 -0.0177 0.0180
C -3.4748 -9.8196 -0.0834 0.0065 0.0371 0.0014
O -3.3426 -10.9734 0.2638 -0.0159 -0.0003 -0.0010
C -3.1588 -8.6963 0.8358 0.0045 -0.0396 -0.0118
C -3.3140 -7.4319 0.4544 0.0682 0.0033 -0.0734
C -3.8236 -7.0907 -0.9000 -0.0731 0.0276 0.1730
O -4.0235 -5.9376 -1.2116 0.0941 0.0229 -0.1540
H -4.4904 -7.9332 -2.8049 0.0100 -0.0071 -0.0043
H -4.1871 -10.3170 -2.0899 -0.0005 0.0037 -0.0026
H -2.8057 -8.9738 1.8214 -0.0071 0.0153 0.0059
H -3.1025 -6.5926 1.1061 0.0111 -0.0078 0.0025
C 4.9635 0.4511 -5.0348 -0.0035 0.0027 0.0155
C 4.2178 0.8944 -6.0436 -0.0272 0.0057 -0.0022
C 2.9779 0.1899 -6.4502 -0.0160 -0.0416 0.0133
O 2.3107 0.5612 -7.3928 0.0241 -0.0024 -0.0143
C 2.5777 -1.0075 -5.6630 0.0189 0.0153 -0.0032
C 3.3227 -1.4493 -4.6548 0.0114 0.0135 -0.0119
C 4.5845 -0.7615 -4.2720 -0.0122 -0.0541 0.0269
O 5.2711 -1.1872 -3.3662 0.0064 0.0084 -0.0370
H 5.8655 0.9604 -4.7231 -0.0119 0.0129 0.0002
H 4.4782 1.7852 -6.5993 -0.0059 0.0078 0.0201
H 1.6557 -1.4857 -5.9685 -0.0065 0.0063 0.0085
H 3.0612 -2.3185 -4.0644 -0.0052 0.0086 0.0066
C -3.5734 3.5701 4.4601 0.0158 -0.0186 -0.0041
C -3.7964 4.5169 5.3671 -0.0028 0.0129 0.0165
C -4.0925 4.1740 6.7810 0.0034 -0.0202 -0.0112
O -4.3087 5.0327 7.6089 -0.0045 -0.0044 -0.0078
C -4.1153 2.7337 7.1481 0.0002 0.0179 0.0049
C -3.8898 1.7868 6.2427 -0.0126 -0.0089 -0.0222
C -3.6072 2.1302 4.8250 0.0555 0.0643 -0.0182
O -3.4011 1.2700 3.9976 -0.0645 -0.0756 0.0221
H -3.3493 3.7885 3.4233 0.0019 0.0039 0.0019
H -3.7726 5.5732 5.1311 0.0042 -0.0030 -0.0034
H -4.3252 2.5164 8.1878 0.0031 -0.0032 -0.0010
H -3.8993 0.7303 6.4794 -0.0001 0.0025 0.0044
```
Positions in Å, forces in eV/Å.

The charge is -1. As for the largest force on an atom: 0.43 eV Å⁻¹.



(2)
This record from the Open Molecules 2025 dataset describes C47H50BaN8OPS3 as an isolated structure in a non-equilibrium geometry. The level of theory is wB97M-V/def2-TZVPD.

The geometry in XYZ format:
```
111
Properties=species:S:1:pos:R:3:forces:R:3
Ba 1.1232 0.4727 -0.1873 0.0452 -0.2450 -0.6075
C -0.2851 0.1391 4.7268 -0.0460 -1.2346 1.7986
C 0.5519 -0.1978 3.5575 -0.1150 -0.2964 -0.3820
N 0.3786 0.4782 2.4799 0.2847 0.2734 -0.5641
N -0.5796 1.5213 2.6005 -0.6562 -0.8477 -1.0860
C -1.5615 1.4309 1.7315 0.1581 0.0720 1.0733
S -1.9425 0.4819 0.3589 0.4650 -0.5099 0.0347
S -2.8901 2.5527 2.1844 -0.4777 0.9889 0.5641
C -4.1959 1.3870 2.6489 0.5917 -1.8850 -0.6430
C -3.8431 0.3411 3.7049 0.1612 1.1642 0.0644
C -3.6925 -0.9831 3.4062 -0.3628 -0.5517 -1.7891
C -3.4556 -1.9249 4.3660 0.3958 -0.8219 1.6071
C -3.3904 -1.5315 5.7185 0.4521 -0.7267 -0.2177
C -3.5074 -0.1791 6.0629 -0.0814 -1.2345 -0.4265
C -3.6955 0.7140 5.0277 -0.3350 1.4025 0.6891
C 1.3729 -1.4668 3.6130 -0.6894 0.8894 0.6346
C 1.1372 -2.3192 4.7099 -0.5208 -0.3037 -0.2997
C 1.5032 -3.6552 4.6656 0.6667 0.2768 -0.2034
C 2.2655 -4.1350 3.5896 -0.7824 1.0851 0.5944
C 2.6280 -3.2351 2.6020 0.6421 -1.6861 -0.5632
C 2.1867 -1.9054 2.5545 -0.3099 0.2647 -0.6139
O 2.4388 -1.1377 1.5116 0.0826 -0.2595 -0.2050
H -0.8479 1.0192 4.6512 -0.6069 1.1463 -0.6438
H 0.3006 0.2945 5.6342 0.2673 -0.4285 0.1178
H -1.0191 -0.6626 4.9314 0.4212 0.2657 -0.0857
H -4.5262 0.8569 1.7326 0.2106 0.2627 0.4101
H -5.0394 1.9224 3.0199 -0.4607 0.9005 0.1463
H -3.8063 -1.2795 2.3643 0.1669 -0.0413 0.1137
H -3.2912 -2.9853 4.1050 -0.1944 0.7129 0.1123
H -3.1542 -2.3204 6.4559 -0.3282 0.6621 -0.2526
H -3.4904 0.1217 7.1033 0.1479 0.1423 -0.1102
H -3.7686 1.7770 5.2700 -0.0132 -0.1797 -0.0744
H 0.5125 -1.9662 5.5355 0.3498 -0.1917 -0.3145
H 1.2492 -4.3255 5.4562 -0.2477 -0.2415 0.5027
H 2.4839 -5.1962 3.5545 0.2959 0.1513 -0.2253
H 3.2060 -3.6890 1.7884 -0.1714 0.7654 -0.0180
C -1.0697 -4.2450 -5.2209 -0.6027 -0.2920 -0.7208
C -2.1220 -3.1548 -5.0705 0.9195 0.0353 -0.1466
C -3.3116 -3.2432 -5.7988 1.3251 -0.4838 0.7149
C -4.2150 -2.2237 -5.7616 -2.6038 0.8679 -0.8974
C -4.0102 -1.0591 -5.0288 0.6893 -0.6353 -0.4955
C -2.7861 -0.9908 -4.3718 -1.5346 1.3071 0.4072
C -1.8470 -1.9730 -4.3375 -0.5368 -1.8162 -0.6718
P -0.4249 -1.5846 -3.3184 1.4752 0.4795 -0.1289
C -0.0504 -3.1737 -2.5177 0.1910 -0.4324 -0.2970
C 1.1617 -3.8615 -2.7412 -0.1963 -0.0467 -0.2018
C 1.3677 -5.0881 -2.1475 0.1687 -0.3555 0.6145
C 0.4041 -5.6052 -1.2748 0.3727 -0.5291 0.0777
C -0.7827 -4.9499 -1.0501 0.5862 0.6922 -0.2754
C -1.0155 -3.7185 -1.6724 -0.3167 -0.0236 0.7621
C -2.3300 -3.0344 -1.3667 -0.4197 -0.4671 0.8708
C 0.8719 -1.3310 -4.5906 0.0991 0.4098 1.2132
C 0.4996 -1.2195 -5.9398 0.9924 0.2952 0.0923
C 1.3405 -0.5698 -6.8332 -0.3791 0.7260 -0.9231
C 2.5017 0.0569 -6.3514 0.8689 -0.4026 -0.7776
C 2.9046 -0.1131 -5.0456 -0.2946 -0.6041 0.4197
C 2.1384 -0.8036 -4.0410 -1.5680 0.3893 -1.7780
C 2.4501 -0.8058 -2.6646 -0.5357 -0.4809 -0.0546
H -1.2263 -4.7706 -6.1763 0.0497 0.3793 -0.0119
H -1.1902 -5.0639 -4.5103 0.2699 0.3023 0.5118
H -0.0558 -3.8335 -5.2323 -0.2400 -0.2023 0.2665
H -3.4749 -4.1409 -6.3751 -0.1866 -0.0330 -0.1780
H -5.1578 -2.3288 -6.3593 0.8735 0.0944 0.6044
H -4.7143 -0.2244 -5.0172 0.2079 -0.3927 0.0143
H -2.6031 -0.1229 -3.7809 0.2093 0.6947 0.3567
H 1.9423 -3.4567 -3.3939 -0.4857 0.0335 0.1500
H 2.3019 -5.6479 -2.2703 -0.3192 0.3483 -0.1109
H 0.6163 -6.5168 -0.7189 -0.0335 0.0260 -0.2118
H -1.4836 -5.3106 -0.3235 -0.3309 -0.2487 0.1667
H -2.6947 -3.1608 -0.3129 0.6816 -0.1872 -0.7240
H -3.1011 -3.4817 -1.9859 -0.2643 0.1194 -0.2942
H -2.3300 -1.9698 -1.5157 0.1230 0.4575 -0.3043
H -0.4433 -1.5947 -6.3254 0.0564 -0.0387 0.2826
H 1.0389 -0.4275 -7.8955 0.2490 -0.2303 0.8958
H 3.1980 0.5713 -7.0790 -0.9111 -0.5065 0.9406
H 3.8758 0.2023 -4.7440 0.6322 0.6185 0.1797
H 3.4293 -0.4680 -2.3960 0.6336 0.2437 0.1413
H 2.1452 -1.6914 -2.1042 0.0464 0.1135 0.0372
C 0.9890 4.5187 -1.3211 1.0092 -0.7818 -0.1982
N 0.8522 5.9466 -1.2129 -0.2060 0.1844 -0.0687
C -0.5576 6.2715 -0.9019 0.8703 0.6594 0.5715
N -0.9631 5.6151 0.3593 0.2965 0.5646 -0.3141
C -0.7592 4.1995 0.2224 -0.6756 -1.3794 -0.8037
N 0.6151 3.7746 -0.0883 -0.0204 0.4171 -0.3516
C 1.4773 4.2551 0.9860 0.1176 0.4680 0.4397
N 1.3538 5.7124 1.1582 0.2768 0.3300 -0.4478
C 1.7274 6.3687 -0.1117 -0.5324 0.0088 0.2591
C -0.0501 6.0364 1.4364 0.1971 -0.2516 0.6033
H 2.0325 4.3020 -1.6002 -0.1949 -0.1256 0.3342
H 0.3926 4.1649 -2.1395 -0.5924 -0.2744 -0.4080
H -1.2113 5.9738 -1.7715 0.5517 0.3877 1.0435
H -0.5218 7.3701 -0.6922 -0.6603 -0.6838 -0.5209
H -1.3829 3.7816 -0.5967 -0.0116 0.2989 0.6292
H -1.0099 3.7517 1.1699 -0.2202 -0.2310 0.1310
H 2.4908 3.9725 0.7180 0.2468 0.2630 0.1710
H 1.2189 3.8204 1.9649 -0.1171 -0.2773 -0.4241
H 2.7523 6.0955 -0.3557 0.0744 0.0163 -0.0332
H 1.6526 7.4588 -0.0108 0.0344 -0.1563 0.1315
H -0.1106 7.1165 1.5848 -0.1869 -0.0026 0.0105
H -0.3150 5.5067 2.3881 -0.0789 0.4731 -0.7933
S 3.9816 1.9712 -0.2124 0.0071 0.1991 -1.1871
C 4.1640 2.0189 1.4292 0.6827 0.3926 0.5831
N 3.7707 0.9273 2.1388 -0.5234 -0.1368 0.6254
C 3.8735 0.8689 3.4671 0.0695 0.1942 1.0108
C 4.4729 1.9231 4.1452 -0.7873 -1.6068 0.8150
C 4.8088 3.0206 3.3764 1.1531 1.6194 1.3846
N 4.7138 3.0968 2.0890 -0.6940 -0.5022 -1.2607
H 3.2092 0.0764 1.7150 0.4144 0.0736 0.2294
H 3.3991 -0.0171 3.9538 0.7268 0.7876 -0.4614
H 4.6111 1.8772 5.2331 -0.1455 0.1725 -0.6407
H 5.2193 3.9369 3.9049 -0.4491 -1.0662 -0.7136
```
Positions in Å, forces in eV/Å.

The charge is -1. As for the largest force on an atom: 2.89 eV Å⁻¹.



For reference, electronic energy by record: -3537.21311 -3895.76028 Eh.
For reference, E_HOMO by record: -3.387 -3.407 eV.
For reference, orbital gap by record: 2.726 5.512 eV.